[1]
{"formula": "C22H23Br4N3O6", "method": "ωB97M-V/def2-TZVPD", "symbols": ["Br", "C", "C", "Br", "H", "H", "H", "H", "Br", "C", "C", "Br", "H", "H", "H", "H", "C", "C", "C", "C", "C", "C", "N", "O", "O", "H", "H", "H", "H", "H", "C", "C", "C", "C", "C", "C", "N", "O", "O", "H", "H", "H", "H", "H", "C", "C", "C", "C", "C", "C", "N", "O", "O", "H", "H", "H", "H", "H"], "coordinates": [[3.244, 1.149, -3.990], [2.667, -0.653, -4.440], [2.092, -0.700, -5.828], [1.996, -2.552, -6.405], [1.941, -0.976, -3.696], [3.517, -1.310, -4.283], [2.662, -0.139, -6.562], [1.108, -0.236, -5.825], [1.630, -1.019, -0.929], [1.772, -0.971, 1.013], [0.773, 0.044, 1.514], [0.853, 0.084, 3.471], [2.775, -0.601, 1.221], [1.702, -1.982, 1.394], [-0.244, -0.272, 1.316], [1.025, 1.015, 1.108], [-0.193, 1.798, 7.028], [-0.769, 2.241, 8.207], [-0.250, 3.372, 8.828], [0.916, 3.920, 8.343], [1.573, 3.385, 7.246], [0.973, 2.365, 6.525], [1.476, 5.100, 9.020], [0.985, 5.433, 10.080], [2.406, 5.665, 8.473], [-0.568, 0.877, 6.594], [-1.557, 1.688, 8.699], [-0.682, 3.784, 9.730], [2.478, 3.870, 6.907], [1.558, 1.854, 5.772], [-2.708, -4.882, -3.780], [-3.296, -5.523, -2.705], [-2.896, -5.132, -1.431], [-2.056, -4.053, -1.247], [-1.673, -3.260, -2.321], [-2.013, -3.696, -3.592], [-1.574, -3.698, 0.090], [-1.002, -2.631, 0.206], [-1.764, -4.491, 0.994], [-2.912, -5.182, -4.801], [-3.914, -6.407, -2.753], [-3.185, -5.694, -0.550], [-1.011, -2.419, -2.165], [-1.690, -3.131, -4.457], [-1.198, 1.103, -5.330], [-0.360, 2.213, -5.347], [0.204, 2.658, -4.168], [-0.119, 2.003, -2.986], [-0.937, 0.889, -2.969], [-1.501, 0.434, -4.148], [0.505, 2.462, -1.740], [-0.047, 2.147, -0.696], [1.516, 3.113, -1.817], [-1.617, 0.721, -6.256], [-0.203, 2.719, -6.290], [0.813, 3.550, -4.117], [-1.155, 0.441, -2.007], [-2.067, -0.486, -4.151]], "lowdin_charge": [0.698, -0.715, -0.707, 0.633, -0.010, 0.048, 0.052, 0.031, 0.719, -0.668, -0.695, 0.660, 0.056, 0.056, 0.039, 0.038, -0.076, -0.062, -0.006, -0.154, -0.003, -0.071, -0.351, 0.075, 0.075, 0.101, 0.108, 0.119, 0.119, 0.062, -0.070, -0.055, -0.005, -0.146, 0.001, -0.069, -0.338, 0.033, 0.090, 0.110, 0.110, 0.121, 0.088, 0.101, -0.086, -0.073, -0.047, -0.174, -0.020, -0.059, -0.348, 0.048, 0.066, 0.111, 0.113, 0.120, 0.110, 0.098], "lumo_ev": -0.77, "charge": 0, "homo_lumo_gap_ev": 9.13, "e_homo_ha": -0.364, "smiles": "O=[N+]([O-])c1ccccc1.O=[N+]([O-])c1ccccc1.O=[N+]([O-])c1ccccc1.BrCCBr.BrCCBr"}

[2]
{"formula": "C35H45ClIN5OS2SbSi3V", "method": "ωB97M-V/def2-TZVPD", "symbols": ["V", "C", "Sb", "C", "C", "C", "C", "C", "C", "N", "Si", "C", "C", "C", "C", "C", "C", "C", "C", "C", "N", "Si", "C", "C", "C", "Si", "C", "C", "C", "H", "H", "H", "H", "H", "H", "H", "H", "H", "H", "H", "H", "H", "H", "H", "H", "H", "H", "H", "H", "H", "H", "H", "H", "H", "H", "H", "H", "H", "H", "H", "H", "H", "H", "H", "H", "H", "H", "Cl", "C", "C", "C", "I", "C", "O", "C", "N", "C", "C", "C", "C", "H", "H", "H", "H", "S", "C", "C", "N", "C", "H", "H", "H", "S", "C", "N"], "coordinates": [[-0.790, -0.885, -0.391], [3.123, 0.690, 1.931], [1.687, 0.972, 0.358], [0.545, -0.853, 0.780], [0.723, -1.667, 1.975], [-0.059, -1.427, 3.101], [0.036, -2.246, 4.205], [0.920, -3.319, 4.179], [1.667, -3.519, 3.049], [1.597, -2.708, 1.961], [2.542, -3.410, 0.455], [4.025, -4.244, 1.204], [3.115, -2.122, -0.741], [1.284, -4.553, -0.273], [0.128, 2.350, 1.167], [-1.295, 1.914, 1.002], [-2.303, 2.766, 1.481], [-3.642, 2.496, 1.308], [-4.023, 1.351, 0.619], [-3.019, 0.549, 0.152], [-1.701, 0.789, 0.344], [0.331, 3.793, -0.152], [-0.514, 3.187, -1.700], [2.135, 4.164, -0.514], [-0.428, 5.420, 0.354], [0.557, 2.959, 2.950], [0.544, 1.543, 4.185], [-0.629, 4.168, 3.755], [2.211, 3.832, 2.897], [3.523, -0.317, 1.790], [2.775, 0.800, 2.949], [3.936, 1.393, 1.747], [-0.759, -0.607, 3.070], [-0.584, -2.064, 5.074], [1.023, -3.997, 5.014], [2.357, -4.348, 2.982], [4.856, -4.135, 0.502], [3.878, -5.312, 1.374], [4.351, -3.789, 2.141], [3.879, -1.455, -0.336], [2.342, -1.536, -1.230], [3.611, -2.717, -1.521], [0.894, -5.268, 0.454], [1.734, -5.120, -1.094], [0.439, -3.993, -0.682], [-2.011, 3.672, 1.984], [-4.382, 3.182, 1.701], [-5.057, 1.095, 0.441], [-3.258, -0.340, -0.417], [-0.068, 2.263, -2.077], [-0.398, 3.947, -2.480], [-1.586, 3.016, -1.570], [2.842, 3.332, -0.552], [2.532, 4.904, 0.180], [2.149, 4.616, -1.512], [-1.511, 5.395, 0.483], [-0.222, 6.111, -0.471], [0.028, 5.854, 1.245], [-0.487, 1.303, 4.463], [1.035, 1.904, 5.094], [1.036, 0.619, 3.892], [-1.571, 3.708, 4.062], [-0.845, 5.082, 3.200], [-0.120, 4.472, 4.677], [2.966, 3.416, 2.229], [2.632, 3.825, 3.908], [2.074, 4.880, 2.621], [-0.054, -3.388, -6.886], [0.028, -2.496, -5.413], [0.871, -1.428, -5.313], [0.953, -0.661, -4.120], [2.206, 0.974, -4.026], [0.166, -1.019, -3.066], [0.105, -0.387, -1.876], [-0.677, -2.143, -3.145], [-1.354, -2.411, -1.997], [-2.201, -3.421, -2.013], [-2.410, -4.217, -3.151], [-1.701, -3.971, -4.297], [-0.787, -2.897, -4.318], [1.485, -1.157, -6.161], [-2.745, -3.627, -1.101], [-3.125, -5.026, -3.101], [-1.836, -4.582, -5.180], [-4.670, 0.737, -4.526], [-3.127, 1.371, -4.882], [-2.247, 1.006, -3.915], [-2.767, 0.234, -2.902], [-4.039, 0.030, -3.113], [-2.947, 1.971, -5.761], [-1.202, 1.282, -3.891], [-4.669, -0.560, -2.457], [-2.398, -4.572, 1.849], [-1.987, -3.227, 1.152], [-1.669, -2.196, 0.634]], "lowdin_charge": [0.855, -0.288, 1.486, -0.361, -0.325, -0.038, 0.009, -0.004, -0.068, 0.019, 0.582, -0.154, -0.159, -0.132, -0.521, -0.349, -0.036, 0.006, -0.017, -0.134, 0.013, 0.427, -0.169, -0.189, -0.154, 0.465, -0.169, -0.172, -0.164, -0.001, -0.005, 0.017, 0.119, 0.136, 0.130, 0.113, 0.051, 0.053, 0.048, 0.043, -0.009, 0.065, 0.047, 0.057, 0.014, 0.072, 0.132, 0.124, 0.088, -0.021, 0.058, 0.044, -0.007, 0.037, 0.051, 0.040, 0.054, 0.031, 0.044, 0.057, -0.010, 0.043, 0.032, 0.057, 0.013, 0.054, 0.042, 0.763, -0.589, -0.136, -0.648, 1.024, -0.399, -0.310, -0.166, 0.067, -0.085, -0.001, 0.026, -0.149, 0.106, 0.094, 0.123, 0.112, 1.062, -0.370, -0.245, -0.023, -0.496, 0.079, 0.084, 0.076, 0.774, -0.899, -0.051], "lumo_ev": [-6.39, -6.38], "charge": 2, "homo_lumo_gap_ev": [6.65, 6.66], "e_homo_ha": [-0.479, -0.479]}

[3]
{"formula": "C11H86NO31", "method": "ωB97M-V/def2-TZVPD", "symbols": ["C", "C", "C", "C", "N", "C", "C", "C", "C", "C", "C", "C", "H", "H", "H", "H", "H", "H", "H", "H", "H", "H", "H", "H", "H", "H", "H", "H", "H", "H", "H", "H", "H", "H", "H", "H", "O", "H", "H", "O", "H", "H", "O", "H", "H", "O", "H", "H", "O", "H", "H", "O", "H", "H", "O", "H", "H", "O", "H", "H", "O", "H", "H", "O", "H", "H", "O", "H", "H", "O", "H", "H", "O", "H", "H", "O", "H", "H", "O", "H", "H", "O", "H", "H", "O", "H", "H", "O", "H", "H", "O", "H", "H", "O", "H", "H", "O", "H", "H", "O", "H", "H", "O", "H", "H", "O", "H", "H", "O", "H", "H", "O", "H", "H", "O", "H", "H", "O", "H", "H", "O", "H", "H", "O", "H", "H", "O", "H", "H"], "coordinates": [[1.305, 3.300, 2.318], [1.622, 1.901, 1.884], [0.417, 1.007, 1.352], [0.900, -0.053, 0.354], [-0.221, -0.961, 0.010], [-0.538, -1.729, 1.199], [-0.848, -3.140, 0.788], [-0.470, -3.280, -0.701], [0.314, -2.016, -0.932], [-1.360, -0.376, -0.644], [-0.989, 0.516, -1.991], [-2.138, 1.046, -2.805], [0.724, 3.961, 1.571], [2.327, 3.658, 2.568], [0.551, 3.392, 3.003], [2.003, 1.690, 2.721], [2.407, 1.686, 1.141], [-0.203, 1.881, 0.902], [-0.261, 0.649, 2.313], [1.722, -0.526, 0.832], [1.303, 0.224, -0.440], [-1.302, -1.319, 1.702], [0.331, -1.786, 1.941], [-1.851, -3.384, 1.080], [-0.223, -3.914, 1.394], [-1.203, -3.664, -1.391], [0.043, -4.242, -0.819], [0.341, -1.709, -1.953], [1.428, -2.207, -0.784], [-2.094, 0.179, 0.019], [-2.047, -1.107, -0.892], [-0.369, 0.039, -2.527], [-0.533, 1.420, -1.479], [-1.940, 1.572, -3.745], [-2.811, 1.649, -2.353], [-2.732, 0.228, -3.221], [-0.870, -5.440, 3.742], [0.124, -5.374, 3.898], [-0.977, -5.734, 2.804], [-5.899, 2.436, -4.000], [-6.829, 2.896, -3.726], [-5.263, 2.755, -3.462], [-1.526, -1.441, -5.535], [-1.493, -1.770, -6.368], [-1.306, -0.430, -5.706], [-4.328, -4.099, 0.692], [-4.034, -4.297, 1.664], [-4.324, -3.001, 0.720], [-0.059, -6.712, -2.538], [-0.346, -5.952, -2.888], [-0.639, -7.388, -2.852], [-1.455, 1.326, -6.528], [-0.970, 2.005, -6.969], [-2.148, 1.827, -6.176], [5.183, 5.058, 3.996], [5.859, 4.682, 3.447], [4.574, 4.449, 4.276], [-4.516, -1.523, 0.680], [-5.282, -1.481, 0.099], [-4.126, -0.532, 0.641], [3.181, -4.067, -2.586], [3.095, -3.138, -2.600], [3.692, -4.659, -3.334], [2.747, -2.252, 2.794], [2.534, -1.591, 3.561], [2.465, -3.079, 2.990], [0.690, 4.806, 5.645], [1.068, 5.370, 5.000], [-0.073, 5.324, 5.931], [1.026, 3.906, -2.148], [0.962, 3.442, -2.964], [0.187, 3.610, -1.747], [2.726, -0.105, 5.117], [3.387, 0.411, 4.868], [2.122, 0.525, 5.338], [3.445, 3.581, 5.251], [2.587, 3.685, 5.065], [3.564, 3.403, 6.154], [3.379, 2.917, -1.228], [2.516, 3.256, -1.494], [3.641, 3.741, -0.800], [-3.338, 0.996, 1.970], [-4.318, 1.075, 2.058], [-2.809, 1.336, 2.721], [-1.953, 1.866, 4.514], [-1.940, 1.130, 5.233], [-1.070, 1.946, 4.491], [4.162, 0.449, -1.254], [4.020, 1.421, -1.116], [4.588, 0.150, -0.423], [-3.749, -3.775, -2.418], [-4.680, -3.337, -2.544], [-4.009, -4.693, -2.247], [-1.480, 3.860, -1.005], [-2.301, 3.507, -0.477], [-1.882, 3.578, -1.908], [1.018, 6.794, 0.851], [1.590, 6.478, 1.492], [1.570, 6.396, 0.121], [0.958, -0.894, -4.628], [1.071, -0.091, -5.134], [0.033, -1.423, -4.860], [0.752, 2.086, 5.853], [0.474, 1.759, 6.680], [0.560, 3.001, 5.874], [4.312, -0.327, 1.637], [3.768, -1.098, 1.903], [4.457, -0.044, 2.490], [-3.901, -4.946, 3.404], [-4.026, -5.153, 4.304], [-3.033, -4.761, 3.333], [0.544, -4.203, -3.759], [0.388, -3.244, -3.662], [1.464, -4.436, -3.576], [3.464, -1.363, -3.306], [3.778, -0.690, -2.731], [2.629, -1.105, -3.754], [-4.160, -1.631, -5.264], [-4.180, -2.150, -6.036], [-3.217, -1.565, -4.934], [-2.818, 4.448, -3.616], [-2.844, 3.852, -4.292], [-3.544, 4.918, -3.352], [1.582, -6.842, 1.807], [1.771, -6.097, 1.278], [1.261, -7.557, 1.232], [4.096, 5.122, 0.836], [4.589, 5.123, -0.022], [4.441, 4.264, 1.038]], "lowdin_charge": [-0.085, -0.231, -0.092, -0.108, -0.194, -0.126, -0.110, -0.124, -0.075, -0.062, -0.113, -0.075, 0.105, 0.091, 0.027, 0.005, 0.109, 0.123, 0.162, 0.115, 0.052, 0.087, 0.153, 0.085, 0.128, 0.101, 0.114, 0.100, 0.175, 0.128, 0.107, 0.001, 0.105, 0.070, 0.022, 0.088, -0.098, 0.069, 0.046, -0.066, 0.143, -0.082, -0.043, 0.025, 0.098, -0.197, 0.015, 0.019, 0.002, -0.079, 0.034, 0.008, 0.057, 0.017, -0.022, 0.028, -0.092, -0.075, 0.070, 0.109, -0.121, -0.052, 0.164, -0.032, 0.097, -0.009, -0.013, 0.047, 0.085, -0.023, 0.043, 0.006, 0.067, -0.030, -0.040, 0.043, -0.059, 0.061, -0.044, 0.004, 0.022, -0.089, 0.072, 0.013, -0.030, 0.125, -0.082, -0.090, -0.006, 0.030, -0.113, 0.091, 0.031, -0.126, 0.113, 0.038, -0.046, -0.037, 0.061, -0.122, 0.035, 0.091, -0.008, 0.049, -0.022, -0.020, 0.011, -0.010, 0.020, 0.045, -0.056, -0.053, 0.021, 0.015, -0.057, -0.026, 0.008, -0.078, 0.000, 0.012, 0.048, -0.009, 0.019, -0.038, -0.001, 0.060, -0.041, 0.071, 0.017], "lumo_ev": -2.56, "charge": 1, "homo_lumo_gap_ev": 9.04, "e_homo_ha": -0.426}

Computed values of energy relative to the best compared isomer or geometry (same formula, charge and spin) (unit: kJ/mol) for the preceding records, in sequence: 23.6, 0.0, 0.0.